# 1
20
Properties=species:S:1:pos:R:3:forces:R:3:nbo_charge:R:1 method="wB97M-V/def2-TZVPD" de_lowest_ev=8.754 energy_ev=-18723.2570 homo_energy_ev=-8.746
C -0.284 -1.086 -0.906 0.327 -0.470 -0.111 -0.42
C 0.443 0.157 -1.360 1.397 0.630 -2.761 -0.41
C -0.225 1.445 -0.961 0.473 0.672 0.045 -0.64
S -2.987 1.257 0.901 0.856 -0.319 -0.797 -0.09
C -0.298 -1.308 0.648 0.956 -2.745 -2.190 -0.25
N 1.130 -1.458 0.999 -2.341 1.641 2.536 -0.65
H -1.233 -1.214 -1.437 -0.350 0.172 0.609 0.21
H 0.346 -1.912 -1.246 -0.194 -0.137 -0.073 0.22
H 1.397 0.114 -0.794 -0.142 0.188 -1.333 0.26
H 0.594 0.208 -2.603 -0.201 -0.697 3.328 0.19
H -1.304 1.211 -1.044 0.406 1.350 -0.296 0.19
H 0.253 2.389 -1.417 -1.393 -1.492 -0.041 0.23
H -3.562 1.342 2.078 -0.282 -0.103 0.911 0.09
H -0.924 -0.531 1.198 0.020 -0.118 0.078 0.23
H -0.729 -2.394 0.754 0.113 2.153 0.455 0.23
H 1.115 -1.938 1.924 0.323 0.183 -0.780 0.36
H 1.478 -0.396 1.238 0.960 -0.412 -1.084 0.42
H 0.088 1.622 0.066 -0.603 -0.019 0.580 0.25
H 2.777 1.474 1.106 -1.151 -0.858 -0.076 0.46
O 1.926 1.017 0.857 0.824 0.382 0.998 -0.86


# 2
20
Properties=species:S:1:pos:R:3:forces:R:3:nbo_charge:R:1 method="wB97M-V/def2-TZVPD" de_lowest_ev=1.408 multiplicity=2 energy_ev=-18722.2527 homo_energy_ev="-13.382 / -13.382" total_charge=+1
C 1.749 0.583 0.111 -0.977 0.693 -0.358 -0.27
N 0.353 0.156 -0.060 -0.161 -1.913 2.565 -0.09
C -0.812 0.613 0.678 0.280 2.310 -1.617 -0.30
C -1.015 0.083 2.078 -1.085 0.000 0.679 -0.54
S -1.795 -1.615 2.015 2.119 0.945 0.712 0.03
C 2.122 1.125 1.503 -0.243 0.835 0.472 -0.63
H 2.296 -0.306 -0.175 0.604 0.366 -0.251 0.24
H 1.824 1.418 -0.603 0.492 -0.269 -0.123 0.27
H 0.299 -0.867 -0.140 -0.167 0.219 -0.803 0.40
H -1.707 0.433 0.072 0.270 -0.209 0.026 0.27
H -0.697 1.694 0.756 -0.057 0.162 -0.027 0.23
H -0.161 0.364 2.721 -0.187 -1.314 -0.210 0.25
H -1.769 0.761 2.498 -0.188 -0.224 -0.323 0.27
H -0.562 -2.108 2.311 -0.710 -0.535 -0.100 0.14
H 1.286 1.675 1.974 0.324 -0.263 -0.331 0.22
H 2.406 0.315 2.176 0.083 0.103 -0.101 0.24
H 2.927 1.894 1.442 -0.389 -0.898 -0.197 0.27
H -2.951 -2.335 -6.341 -0.281 -0.112 -0.524 0.46
H -1.598 -1.834 -6.148 0.510 0.174 -0.256 0.45
O -2.195 -2.050 -6.870 -0.237 -0.070 0.768 -0.92


# 3
21
Properties=species:S:1:pos:R:3:forces:R:3:nbo_charge:R:1 method="wB97M-V/def2-TZVPD" de_lowest_ev=0.680 energy_ev=-29566.7034 homo_energy_ev=-8.612 smiles=CCSSCCN.O
C -0.096 2.888 0.800 -0.525 -0.678 -0.851 -0.62
C 0.382 1.438 0.918 0.590 -0.450 1.067 -0.55
S -0.259 0.375 -0.397 -0.515 -0.049 -0.169 0.08
S 0.879 -1.320 -0.349 0.025 0.415 0.216 0.09
C 0.247 -2.281 1.046 0.295 0.120 0.700 -0.56
C -1.105 -2.953 0.837 0.067 0.254 -0.381 -0.24
N -1.280 -3.678 -0.394 -0.457 -0.437 -0.217 -0.85
H -0.473 3.070 -0.218 0.617 0.236 0.063 0.22
H -0.989 3.058 1.396 0.197 0.075 0.448 0.21
H 0.723 3.545 1.068 -0.187 0.346 -0.045 0.22
H 1.469 1.314 0.910 -0.021 0.395 -0.324 0.22
H 0.113 1.059 1.914 -0.240 -0.138 -0.328 0.21
H 1.082 -2.960 1.232 -0.170 -0.452 -0.177 0.22
H 0.215 -1.689 1.972 -0.025 0.216 -0.337 0.22
H -1.342 -3.574 1.702 0.109 -0.209 -0.084 0.20
H -1.864 -2.178 0.834 -0.114 0.339 0.107 0.20
H -0.821 -4.569 -0.460 0.265 -0.081 0.150 0.36
H -1.088 -3.138 -1.226 0.089 0.095 0.162 0.37
O 1.317 3.592 -4.014 -0.637 -1.051 -0.628 -0.97
H 2.241 3.776 -3.845 -0.363 0.796 0.408 0.48
H 0.648 4.223 -3.725 1.000 0.258 0.219 0.48


# 4
21
Properties=species:S:1:pos:R:3:forces:R:3:nbo_charge:R:1 method="wB97M-V/def2-TZVPD" de_lowest_ev=1.508 energy_ev=-29565.8750 homo_energy_ev=-7.886 smiles=CSSC[C@@H](C)N.O
C 1.231 -2.263 0.518 -0.573 0.504 -0.682 -0.77
S 0.774 -1.939 2.225 1.732 -0.994 0.722 0.08
S -0.416 -0.379 2.481 -1.297 1.770 -0.791 0.00
C 0.142 1.317 1.699 0.121 -2.622 2.256 -0.45
C -0.228 1.470 0.290 0.789 1.879 -2.217 -0.09
C 0.846 1.033 -0.744 0.109 0.322 -0.742 -0.64
N -1.528 1.014 -0.081 -0.853 -0.213 1.293 -0.83
H 1.046 -3.293 0.231 -0.512 -0.105 0.047 0.22
H 0.696 -1.545 -0.117 0.087 -0.541 0.009 0.23
H 2.289 -2.125 0.372 0.430 0.369 0.153 0.22
H -0.427 1.956 2.384 0.351 0.062 -0.255 0.23
H 1.225 1.334 1.846 -0.240 0.500 0.123 0.23
H -0.217 2.592 0.219 -0.114 -0.593 -0.161 0.18
H 0.853 1.877 -1.516 0.576 -1.450 0.814 0.22
H 0.615 0.083 -1.237 -0.668 0.376 -0.187 0.21
H 1.829 0.755 -0.344 0.122 0.983 0.137 0.21
H -1.619 0.079 0.305 -0.373 -0.017 -0.278 0.37
H -1.714 0.962 -1.070 0.383 0.089 0.148 0.37
O -1.879 -0.840 -2.161 -0.162 0.079 0.352 -0.96
H -1.667 -1.761 -2.327 0.007 0.068 -0.448 0.48
H -1.852 -0.326 -2.971 0.086 -0.469 -0.295 0.48